# 1
{"formula": "C33H45N2O11S", "method": "ωB97M-V with the def2-TZVPD basis set", "symbols": ["H", "H", "H", "H", "C", "C", "C", "C", "C", "C", "H", "C", "H", "H", "C", "C", "C", "H", "C", "S", "H", "C", "C", "H", "H", "N", "O", "C", "O", "C", "O", "C", "C", "C", "H", "O", "C", "H", "C", "H", "C", "H", "H", "O", "H", "H", "H", "H", "H", "H", "O", "C", "C", "C", "H", "H", "C", "H", "H", "H", "H", "H", "C", "O", "H", "H", "C", "H", "H", "H", "H", "C", "C", "H", "N", "H", "H", "H", "C", "H", "H", "C", "O", "O", "H", "C", "O", "C", "H", "H", "O", "H"], "xyz": [[0.275, 5.905, -3.957], [-4.688, -5.271, -0.461], [0.237, -5.674, 2.458], [-2.657, -5.051, -1.776], [-5.992, 5.071, 0.472], [5.433, -1.162, -2.813], [-4.701, -3.203, 0.027], [-3.981, -4.509, -0.120], [0.337, 3.417, -1.319], [2.079, -7.188, -0.770], [2.420, -6.679, -1.676], [-4.881, 6.273, 0.353], [-2.994, 8.288, 0.989], [-4.795, 6.986, -0.597], [1.382, 5.091, 0.840], [1.113, 4.164, -2.556], [2.283, -9.486, -1.237], [2.718, -0.516, -1.370], [2.297, 3.784, 3.161], [1.052, 0.511, 0.572], [-0.420, -1.652, 2.295], [2.044, 5.200, 2.372], [-3.633, -3.110, -1.980], [0.621, -8.283, -1.979], [-0.719, -3.739, 3.368], [1.969, 2.448, 2.530], [-0.087, -2.997, 0.758], [1.365, 2.299, 1.118], [3.328, -9.131, -0.333], [0.295, -2.429, 2.010], [0.030, -5.079, -0.182], [0.700, -4.744, 2.119], [-6.024, 4.095, 1.817], [1.019, 3.624, 0.157], [0.570, 6.403, -0.981], [6.287, -0.911, -3.647], [0.051, 7.469, 0.966], [-1.050, 5.123, -2.869], [0.174, -4.337, 0.776], [-6.743, 4.901, -0.432], [3.755, -0.858, -1.306], [2.257, 6.280, 2.817], [6.017, -2.581, -1.345], [-0.460, 3.964, -4.570], [0.299, 2.258, -1.604], [-2.913, -2.425, -2.436], [2.751, 3.797, 4.262], [2.698, -9.530, -2.249], [0.442, 7.647, 2.056], [-1.363, 3.561, -4.409], [-1.706, 5.747, 0.187], [0.296, -3.577, 2.984], [5.254, -2.479, -2.121], [3.260, -7.792, -0.073], [-0.807, 3.731, -1.206], [1.286, -1.976, 1.900], [-2.953, -4.187, -1.176], [3.126, -2.664, -2.271], [-3.511, -4.809, 0.819], [-6.832, 3.221, 1.835], [4.171, -0.551, -0.341], [0.000, 8.495, 0.361], [-0.075, 4.889, -3.472], [4.073, -7.180, 0.601], [1.370, 1.180, 3.868], [0.958, -3.416, 3.839], [1.080, 6.505, 0.067], [-2.053, -3.781, -0.699], [0.589, -8.632, -0.243], [1.671, 3.423, -3.289], [1.545, -6.497, -0.114], [-3.859, 5.489, 2.983], [-4.978, 4.289, 3.085], [-0.342, 0.464, 0.310], [-2.689, 7.507, 1.622], [1.886, -10.470, -0.973], [-3.092, 5.652, 3.878], [-5.024, 3.567, 4.026], [1.246, -8.403, -1.091], [3.723, -2.930, -0.624], [5.309, -3.308, -2.830], [-1.495, 6.863, 0.919], [2.203, 1.336, 3.296], [-4.448, -2.401, -1.048], [-4.277, -3.522, -2.765], [-3.810, 6.446, 1.625], [-5.439, -2.903, 0.951], [3.872, -2.342, -1.534], [1.786, -4.850, 2.060], [1.852, 5.017, -2.223], [4.525, -0.256, -2.346], [2.111, 7.085, -0.095]], "forces_ev_per_a": [[-0.5, -2.2, 0.9], [0.0, 0.0, 0.2], [0.3, 0.0, -0.3], [0.0, 0.2, 0.0], [2.9, 0.8, 2.9], [2.1, 0.4, -1.6], [-1.6, 0.4, 1.6], [0.5, -0.2, 0.0], [0.0, -1.0, 0.5], [-0.4, 0.0, 0.2], [0.0, 0.1, 0.1], [0.1, -2.7, 3.7], [0.4, -0.7, 1.0], [-0.2, -1.8, 2.4], [0.3, -2.2, 1.5], [-1.1, 1.2, -0.7], [-0.3, -0.6, -0.4], [0.3, 0.1, -0.1], [-1.0, 1.9, -2.8], [-0.6, 2.1, 0.6], [0.1, -0.1, -0.3], [-1.3, -4.6, -2.2], [0.2, 0.0, -0.7], [0.1, -0.1, 0.1], [0.2, 0.1, 0.0], [-1.1, 4.6, -2.3], [-0.1, -0.5, -0.5], [-0.4, 3.0, 0.1], [0.3, 0.7, 0.5], [0.1, 0.5, 0.5], [-0.2, 1.8, 1.3], [-0.2, -0.1, 0.4], [2.3, 2.4, -0.3], [1.8, -0.1, 3.9], [1.1, -0.3, 2.2], [-1.8, 0.0, 1.4], [-0.5, 0.2, -0.9], [2.0, -0.3, -0.7], [0.1, -1.4, -1.5], [1.8, 0.3, 2.3], [-0.4, 0.2, 0.3], [-0.4, -2.9, -0.8], [0.1, 0.0, -0.2], [-0.8, 0.4, 1.4], [0.3, 2.5, 1.1], [-0.3, 0.1, 0.1], [-1.1, -0.4, -2.8], [0.0, 0.0, 0.1], [-1.0, -0.3, -2.1], [1.7, 0.9, -0.1], [1.8, 6.4, 4.4], [-0.1, 0.0, 0.9], [-0.3, -0.4, 0.0], [1.5, 0.9, 0.7], [2.6, -0.3, -0.2], [-0.1, -0.1, 0.0], [0.8, -0.4, -0.2], [0.1, 0.1, 0.2], [-0.4, -0.1, 0.0], [2.0, 2.2, 0.0], [0.0, 0.0, 0.0], [0.2, -2.0, 1.6], [-0.4, -0.1, -0.3], [-1.0, -1.3, -0.8], [1.6, 0.4, -1.3], [-0.1, 0.0, -0.1], [-0.2, 0.3, 0.6], [-0.2, -0.1, -0.2], [0.1, 0.0, -0.2], [-1.2, 1.5, 1.8], [0.4, -0.1, -0.4], [-2.7, -0.7, -3.0], [0.2, 2.6, -3.8], [1.5, 0.7, 0.4], [0.3, -2.5, -2.3], [0.3, 0.1, 0.0], [-1.8, -0.2, -2.3], [0.1, 1.8, -2.3], [-0.9, 0.1, -0.2], [0.0, 0.1, -0.1], [0.4, 0.2, 0.1], [-1.0, -4.8, -3.4], [-1.5, 0.0, 0.8], [-0.3, 0.0, 0.8], [0.0, 0.1, 0.1], [-2.6, -2.5, 0.7], [1.2, 0.1, -1.7], [-0.5, -0.7, 0.3], [-0.1, -0.2, -0.1], [-1.4, -1.9, -0.4], [0.3, 0.0, -0.4], [-2.2, -1.3, 0.6]], "mulliken_charge": [0.24, 0.32, 0.37, 0.39, -0.39, 0.45, 0.51, -0.45, -0.31, 0.50, 0.30, -0.25, 0.41, 0.22, 0.44, -0.45, -0.43, -0.07, -0.28, -0.12, 0.33, -0.59, -0.57, 0.35, 0.29, 0.42, -0.28, -0.33, -0.37, -0.45, -0.55, -0.47, -0.34, 0.28, 0.09, -0.59, -0.67, 0.23, 0.59, 0.29, 0.20, 0.31, 0.27, -0.56, 0.23, 0.35, 0.36, 0.24, 0.33, 0.32, -0.43, -0.72, -0.48, 0.51, 0.21, 0.36, 0.37, 0.25, 0.23, 0.29, 0.14, 0.39, -0.29, -0.62, 0.38, 0.35, -0.58, -0.51, 0.26, 0.36, -0.59, -0.27, -0.39, 0.26, -0.41, 0.35, 0.29, 0.29, -0.54, 0.23, 0.31, 0.35, -0.40, -0.37, 0.28, 0.29, -0.60, -0.32, 0.28, 0.29, -0.36, 0.41], "gap_ha": 0.206, "charge": 1, "total_energy_ha": -2618.84240, "e_homo_ev": -10.484}

---

# 2
{"formula": "C33H45N4S2ScSi", "method": "ωB97M-V with the def2-TZVPD basis set", "symbols": ["Sc", "C", "H", "H", "H", "C", "C", "H", "C", "C", "H", "H", "C", "H", "C", "C", "H", "H", "C", "C", "C", "C", "H", "H", "N", "C", "C", "C", "H", "C", "C", "H", "H", "H", "H", "H", "C", "C", "H", "H", "H", "C", "H", "H", "H", "N", "H", "H", "H", "H", "H", "C", "C", "H", "S", "C", "H", "C", "C", "H", "C", "N", "H", "C", "Si", "H", "H", "S", "H", "C", "H", "H", "H", "H", "H", "C", "H", "H", "C", "C", "H", "H", "C", "H", "C", "N"], "xyz": [[0.144, 0.405, 0.989], [4.458, 1.351, -0.219], [-3.743, -4.095, 1.035], [0.599, -6.134, -0.407], [-3.862, 2.061, 1.320], [-0.341, 0.620, -4.816], [0.087, -5.243, 2.838], [-1.217, 1.024, -8.059], [1.987, 2.437, 3.764], [4.882, 0.569, -2.452], [-0.865, -0.048, 4.688], [-4.801, -1.863, 0.761], [-0.779, 3.957, -0.201], [6.113, 1.988, -1.417], [-2.785, 1.147, 3.514], [-3.732, -1.956, 0.893], [2.755, -0.340, 1.550], [-2.939, -6.253, 2.032], [-1.734, 2.445, 1.576], [3.332, 0.545, -0.158], [-1.601, 1.700, 2.766], [0.652, 3.015, 1.662], [-1.822, -7.322, 1.194], [1.644, 4.863, 1.223], [-0.095, -1.805, -2.076], [0.052, 2.873, -5.532], [-2.266, -6.324, 1.175], [-0.426, 2.567, -6.795], [0.506, 2.157, -3.572], [-0.851, 1.277, -7.074], [-3.071, 2.684, 0.920], [-0.750, 3.366, -1.120], [1.894, 3.611, 0.004], [-1.141, -0.702, -6.314], [0.815, 0.448, 4.822], [-0.029, -1.962, -1.086], [-0.248, -0.573, -2.574], [2.992, -0.271, -1.226], [-0.008, 4.716, -0.270], [2.760, 3.549, 1.528], [0.950, -4.581, 2.887], [-1.034, -2.118, 1.229], [0.398, 3.875, -5.316], [-0.459, 3.328, -7.564], [2.513, 1.494, 3.921], [2.514, 0.520, 1.061], [-3.375, 3.722, 1.073], [2.870, 1.265, 1.653], [1.660, 2.781, 4.746], [-0.454, 1.452, 5.513], [0.930, -4.408, -0.374], [3.768, -0.255, -2.375], [0.131, -5.150, -0.335], [0.451, -6.269, 2.924], [0.705, -2.025, 1.396], [-1.754, -3.325, 1.200], [2.695, 3.172, 3.398], [0.773, 2.304, 2.877], [0.102, 1.907, -4.537], [0.023, -2.608, -2.675], [1.805, 3.794, 1.075], [-0.305, -0.476, -3.896], [5.486, 0.585, -3.349], [-0.604, 3.086, 1.018], [-0.894, -5.047, 1.250], [3.509, -0.888, -3.214], [-1.736, 4.470, -0.177], [-0.423, 0.772, -1.526], [-2.808, 0.056, 3.496], [-0.198, 0.810, 4.665], [-3.011, 2.514, -0.155], [2.147, -0.941, -1.136], [-0.541, -5.046, 3.709], [-0.364, -1.362, -4.381], [-3.357, 0.147, 0.735], [-3.130, -3.202, 1.048], [-0.509, -5.036, -1.215], [4.734, 1.970, 0.628], [-0.330, 1.578, 3.375], [-2.940, -0.837, 0.895], [-2.859, -6.248, 0.262], [-3.730, 1.513, 3.128], [-0.806, 0.306, -6.090], [-2.728, 1.453, 4.558], [5.230, 1.365, -1.371], [-1.610, -0.900, 1.080]], "forces_ev_per_a": [[0.1, 0.3, 0.1], [-0.2, 0.1, 0.0], [0.0, 0.0, 0.0], [0.0, 0.0, 0.0], [0.0, 0.0, 0.0], [-0.1, 0.3, -0.2], [-0.1, 0.0, -0.3], [0.0, 0.0, 0.0], [0.0, -0.1, -0.1], [0.0, 0.0, 0.0], [0.0, 0.0, 0.0], [0.0, 0.0, 0.0], [0.0, 0.0, 0.0], [0.0, 0.0, 0.0], [0.0, 0.0, -0.1], [-0.1, 0.0, 0.0], [0.0, 0.0, 0.1], [0.0, 0.0, 0.0], [0.1, -0.1, 0.0], [0.0, 0.0, -0.1], [0.1, 0.0, 0.0], [-0.1, 0.0, 0.0], [0.0, 0.0, 0.0], [0.0, 0.0, 0.0], [-0.1, 0.0, -0.2], [0.0, 0.0, 0.0], [0.2, 0.2, 0.0], [0.0, 0.0, 0.0], [0.0, 0.0, 0.1], [0.0, 0.0, 0.0], [0.0, -0.1, 0.0], [0.0, 0.1, 0.0], [0.0, 0.0, 0.0], [0.0, 0.0, 0.0], [0.0, 0.0, 0.0], [0.0, 0.0, 0.2], [0.0, -0.3, 0.1], [0.0, 0.0, 0.1], [0.0, 0.0, 0.0], [0.0, 0.0, 0.0], [0.0, 0.0, 0.0], [-0.6, 0.0, 0.0], [0.0, 0.0, 0.0], [0.0, 0.0, 0.0], [0.0, 0.0, 0.0], [0.2, -0.1, -0.3], [0.0, 0.0, 0.0], [-0.1, 0.0, 0.1], [0.0, -0.1, 0.0], [0.0, 0.0, 0.0], [0.0, 0.0, 0.0], [0.0, 0.0, 0.0], [0.0, 0.0, 0.3], [0.0, 0.0, 0.0], [0.2, 0.6, -0.1], [0.3, 0.0, 0.0], [0.0, 0.0, 0.0], [-0.2, 0.1, 0.0], [0.1, -0.2, 0.1], [0.0, 0.0, 0.0], [0.0, -0.1, 0.0], [0.0, 0.0, 0.0], [0.0, 0.0, 0.0], [0.1, -0.1, 0.0], [-0.1, -0.1, -0.1], [0.0, 0.0, 0.0], [0.0, 0.0, 0.0], [0.1, 0.4, 0.3], [0.0, 0.0, 0.0], [0.0, -0.1, -0.1], [0.0, 0.0, 0.0], [0.0, 0.0, 0.0], [0.0, 0.0, 0.0], [0.1, 0.0, 0.0], [0.0, 0.0, 0.0], [0.1, 0.0, 0.0], [0.0, 0.0, 0.0], [0.0, 0.0, 0.0], [0.0, 0.1, -0.1], [0.0, 0.2, -0.1], [0.0, 0.0, 0.0], [0.0, 0.0, 0.0], [-0.1, -0.1, 0.1], [0.0, 0.0, 0.0], [0.0, 0.0, 0.0], [-0.1, -0.7, 0.1]], "mulliken_charge": [0.12, -0.54, 0.49, 0.46, 0.54, 0.74, -1.03, 0.39, -2.20, -0.64, 0.45, 0.50, -1.55, 0.43, -2.10, -1.35, 0.43, 0.37, 1.41, 0.24, 1.26, 1.19, 0.34, 0.53, -0.12, -0.87, -1.16, -0.49, 0.41, -0.67, -2.92, 0.09, 0.42, 0.36, 0.46, -0.33, 0.39, -0.13, 0.52, 0.31, 0.32, -0.42, 0.40, 0.41, 0.44, -0.10, 0.50, 0.07, 0.50, 0.46, 0.29, -0.73, -1.00, 0.37, -0.53, 0.40, 0.40, 0.94, -0.19, 0.24, -2.54, 0.04, 0.43, 0.99, 0.17, 0.44, 0.48, -0.04, 0.34, -2.25, 0.44, 0.62, 0.35, 0.25, 0.51, 0.06, 0.26, 0.45, 0.93, -0.51, 0.32, 0.44, -0.55, 0.50, -0.72, 1.05], "relative_energy_kcal_mol": 1.1, "gap_ha": 0.280, "charge": 2, "total_energy_ha": -3349.84511, "e_homo_ev": -13.546}